An isolated molecule of C5H10S at a distorted geometry. Source: OMol25; level of theory: ωB97M-V with the def2-TZVPD basis set.

As for the SMILES: CCC(=S)CC. The calculation puts the lowest unoccupied orbital energy at 0.14 eV. As for the HOMO-LUMO gap: 8.448 eV. Its energy relative to the best compared isomer or geometry (same formula, charge and spin) is 112.4 kJ/mol. The calculation puts the total energy at -594.65227 Eh. The calculation puts the HOMO energy at -8.31 eV. The total charge is 0.

Atoms and positions in Å:
C1 0.5986 1.8839 -1.4238
C2 -0.2506 0.7664 -0.8915
C3 0.1116 0.4255 0.4623
C4 -0.6891 -0.7278 1.1856
C5 -0.0296 -2.0814 0.9004
H1 0.5222 1.9641 -2.5173
H2 1.6250 1.4880 -1.2109
H3 0.5376 2.8660 -0.9260
H4 -1.3396 0.8978 -0.7935
H5 -0.2892 -0.1998 -1.3869
H6 -0.8269 -0.4726 2.2280
H7 -1.6577 -0.6376 0.6219
H8 1.0542 -2.0230 0.8603
H9 -0.3204 -2.5429 -0.0754
H10 -0.3476 -2.8520 1.6408
S1 1.3015 1.2453 1.3261

Forces on atoms 1 to 2 (eV/Å):
C 1.391 -0.744 -1.191
C -1.368 0.101 0.414

natural (NBO) analysis output, partial charges in e: atom 1 (C): -0.619, atom 2 (C): -0.541, atom 3 (C): 0.054, atom 4 (C): -0.470, atom 5 (C): -0.617, atom 6 (H): 0.212, atom 7 (H): 0.228, atom 8 (H): 0.236, atom 9 (H): 0.237, atom 10 (H): 0.242, atom 11 (H): 0.238, atom 12 (H): 0.197, atom 13 (H): 0.222, atom 14 (H): 0.208, atom 15 (H): 0.223, atom 16 (S): -0.049